The following is a DFT calculation (ωB97M-V/def2-TZVPD) of a molecular structure, C30H60BrI2N6O10P2S at a distorted geometry.

```
! wB97M-V def2-TZVPD RIJCOSX def2/J DEFGRID3
* xyz 1 1
C 4.296 -6.668 -0.609
C 2.739 -6.795 -0.633
S 1.917 -5.428 -1.552
C 0.810 -4.724 -0.208
N 0.356 -3.332 -0.438
C -0.974 -2.960 0.195
C -2.014 -4.093 0.316
C -1.864 -4.988 1.584
O -2.024 -4.545 2.630
Br -1.486 -6.904 1.482
C -1.649 -1.704 -0.445
C -2.705 -2.049 -1.579
C -4.194 -1.887 -1.168
C -5.151 -2.442 -2.288
C -6.538 -2.636 -1.581
N -6.556 -3.852 -0.746
C -7.679 -3.840 0.226
C -6.697 -5.004 -1.567
C -6.561 -6.413 -0.940
O -6.918 -4.954 -2.733
C -2.171 -0.627 0.547
C -3.028 -1.055 1.724
O -3.515 -2.107 1.962
O -3.224 -0.029 2.654
C -3.644 -0.590 3.894
C -2.644 -1.173 4.896
O -4.767 -0.586 4.166
N -0.629 -0.949 -1.272
C 0.697 -0.827 -0.668
C 1.504 -0.010 -1.749
P 3.002 0.829 -1.127
O 4.275 0.141 -1.411
O 2.845 1.301 0.426
O 3.058 2.257 -1.934
C 1.371 -2.234 -0.312
O 2.295 -2.395 -1.380
C 2.244 -2.063 0.967
I 3.893 -3.519 1.156
C 1.694 -1.901 2.418
C 0.690 -0.763 2.726
I 1.145 -3.732 3.483
H 4.702 -6.895 0.396
H 4.776 -7.379 -1.305
H 4.667 -5.665 -0.880
H 2.497 -7.765 -1.098
H 2.398 -6.852 0.419
H 0.007 -5.476 -0.267
H 1.325 -4.932 0.739
H 0.125 -3.325 -1.453
H -0.708 -2.673 1.237
H -3.072 -3.793 0.328
H -1.912 -4.747 -0.580
H -2.580 -1.358 -2.439
H -2.498 -3.045 -2.028
H -4.497 -2.398 -0.241
H -4.437 -0.805 -1.111
H -5.277 -1.735 -3.122
H -4.805 -3.445 -2.598
H -6.624 -1.788 -0.868
H -7.391 -2.562 -2.279
H -7.449 -4.521 1.067
H -8.603 -4.218 -0.258
H -7.892 -2.839 0.630
H -5.634 -6.883 -1.310
H -7.415 -7.038 -1.258
H -6.574 -6.377 0.165
H -1.362 0.007 0.961
H -2.773 0.090 -0.052
H -2.965 -0.830 5.897
H -2.685 -2.277 4.940
H -1.606 -0.833 4.741
H -1.066 -0.041 -1.403
H 0.680 -0.121 0.187
H 1.608 -0.520 -2.716
H 0.804 0.832 -1.970
H 3.679 1.086 0.882
H 3.534 2.068 -2.761
H 3.150 -1.978 -1.167
H 2.836 -1.143 0.790
H 2.589 -1.607 3.001
H -0.374 -1.018 2.606
H 0.812 -0.544 3.808
H 0.944 0.198 2.232
O 4.848 8.450 -2.233
P 4.320 7.524 -1.142
N 2.651 7.884 -1.352
C 1.872 8.957 -0.773
C 2.046 7.384 -2.581
N 5.163 8.281 0.165
C 4.604 9.296 1.038
C 6.536 8.672 -0.173
N 3.856 6.219 0.004
C 4.046 4.883 -0.571
C 2.708 6.211 0.876
H 0.839 8.621 -0.622
H 1.859 9.852 -1.408
H 2.220 9.255 0.213
H 1.476 6.466 -2.381
H 2.802 7.146 -3.333
H 1.372 8.113 -3.034
H 4.235 10.166 0.479
H 5.355 9.656 1.743
H 3.807 8.900 1.669
H 6.575 9.635 -0.695
H 7.008 7.923 -0.810
H 7.144 8.740 0.732
H 3.244 4.628 -1.274
H 4.089 4.115 0.206
H 4.995 4.839 -1.117
H 1.776 5.960 0.349
H 2.559 7.157 1.392
H 2.859 5.463 1.660
*
```

The calculation puts the HOMO energy at -9.05 eV. For the LUMO energy, the calculation gives -3.064 eV. Its largest force on an atom is 7.1 eV/Å. The calculation puts the total energy at -6510.0116 a.u.